This record from the OMol25 dataset describes C10H26N2O11P2Y as an isolated structure at a distorted geometry. The level of theory is ωB97M-V with the def2-TZVPD basis set.

CARTESIAN COORDINATES (ANGSTROEM)
Y1 -0.88 0.31 0.25
P1 -3.66 -0.37 1.14
O1 -2.34 -1.22 0.95
O2 -4.68 -1.16 0.28
O3 -3.03 0.90 0.47
O4 -4.09 0.01 2.53
P2 -0.45 2.47 2.22
O5 -1.71 3.38 2.26
O6 -1.17 1.09 2.41
O7 0.63 2.75 3.29
O8 0.11 2.13 0.79
C1 0.46 -1.69 3.24
C2 1.20 -1.18 2.01
C3 2.64 -1.69 2.12
O9 3.46 -0.98 1.18
C4 4.83 -1.04 1.52
N1 0.51 -1.64 0.77
H1 0.95 -1.50 4.19
H2 0.37 -2.79 3.13
H3 -0.56 -1.28 3.23
H4 1.29 -0.09 2.03
H5 2.75 -2.76 1.88
H6 2.98 -1.55 3.15
H7 5.01 -0.71 2.55
H8 5.36 -0.43 0.79
H9 5.17 -2.09 1.49
H10 1.30 -1.84 0.15
H11 0.12 -2.57 0.89
C5 -1.87 3.41 -1.41
O10 -1.69 2.03 -1.53
C6 -2.12 1.40 -2.72
C7 -2.61 -0.02 -2.33
N2 -1.55 -0.86 -1.77
C8 -0.55 -1.24 -2.78
C9 0.69 -0.39 -2.71
O11 0.91 0.00 -1.37
C10 2.20 0.56 -1.18
H12 -1.72 3.67 -0.35
H13 -2.88 3.74 -1.69
H14 -1.12 3.98 -1.98
H15 -1.33 1.48 -3.48
H16 -3.02 1.88 -3.14
H17 -3.01 -0.60 -3.18
H18 -3.45 0.18 -1.66
H19 -1.99 -1.77 -1.66
H20 -0.81 -1.36 -3.85
H21 -0.23 -2.23 -2.43
H22 0.52 0.53 -3.28
H23 1.52 -0.94 -3.16
H24 2.24 0.93 -0.15
H25 2.35 1.38 -1.89
H26 2.96 -0.23 -1.23

Calculated values
net charge: -3
HOMO level: 3.7 eV
energy relative to the best compared isomer or geometry (same formula, charge and spin): 0.00 kJ/mol
DFT total energy: -2054.917268 a.u.
Kohn-Sham gap: 2.05 eV